{
  "formula": "C9H4Br2NNaOS4",
  "method": "ωB97M-V with the def2-TZVPD basis set",
  "symbols": ["Na", "Br", "C", "C", "C", "Br", "C", "C", "C", "C", "N", "C", "C", "O", "H", "H", "H", "H", "S", "S", "S", "S"],
  "xyz": [[-2.6121, -1.0098, 0.0106], [-1.5576, 4.1682, 0.0124], [-0.2557, 2.7799, 0.0024], [1.0867, 3.1443, -0.0160], [2.0791, 2.2000, -0.0228], [3.8988, 2.7703, -0.0490], [1.7538, 0.8194, -0.0077], [2.6915, -0.2345, -0.0033], [2.2515, -1.5325, 0.0231], [0.8693, -1.7845, 0.0426], [-0.0214, -0.8220, 0.0314], [0.3846, 0.4591, 0.0082], [-0.7122, 1.4450, 0.0089], [-1.9041, 1.0694, 0.0208], [1.3367, 4.1972, -0.0247], [3.7484, -0.0006, -0.0175], [2.9477, -2.3613, 0.0306], [0.4769, -2.7957, 0.0771], [-5.3473, -1.2365, 0.0965], [-5.2121, -3.1979, -0.6545], [-3.9392, -4.2834, 0.4936], [-1.9633, -3.7940, -0.0629]],
  "charge": -2,
  "gap_ev": 4.323
}

{
  "formula": "C9H4BrNO4Pt",
  "method": "ωB97M-V with the def2-TZVPD basis set",
  "symbols": ["Pt", "O", "C", "C", "O", "C", "O", "C", "O", "Br", "C", "C", "C", "C", "N", "C", "H", "H", "H", "H"],
  "xyz": [[0.0000, 0.0000, 0.0000], [0.0304, 3.7406, -1.9930], [0.0186, 2.7295, -1.4418], [1.5567, -0.8081, 0.4395], [2.5482, -1.3229, 0.7195], [-1.5747, -0.7798, 0.4262], [-2.5777, -1.2763, 0.6980], [-0.0006, -0.8667, -1.5900], [-0.0008, -1.4163, -2.5983], [-0.0378, -0.4711, 5.7908], [-0.0151, 0.6564, 4.2493], [0.0020, 2.0438, 4.3876], [0.0187, 2.8505, 3.2498], [0.0180, 2.2549, 1.9847], [0.0009, 0.8981, 1.8606], [-0.0153, 0.0991, 2.9684], [0.0024, 2.4946, 5.3718], [0.0322, 3.9282, 3.3466], [0.0312, 2.8822, 1.1117], [-0.0284, -0.9766, 2.8528]],
  "charge": 2,
  "gap_ev": [7.213, 3.588],
  "multiplicity": 3,
  "s_squared": 2.0182
}

{
  "formula": "C9H4ClNO4Pt",
  "method": "ωB97M-V with the def2-TZVPD basis set",
  "symbols": ["Pt", "O", "C", "C", "O", "C", "O", "C", "O", "Cl", "C", "C", "C", "C", "N", "C", "H", "H", "H", "H"],
  "xyz": [[-0.0005, -0.8849, -1.5641], [0.0299, 2.8557, -3.5571], [0.0181, 1.8446, -3.0059], [1.5562, -1.6930, -1.1246], [2.5477, -2.2078, -0.8446], [-1.5752, -1.6647, -1.1379], [-2.5782, -2.1612, -0.8661], [-0.0011, -1.7516, -3.1541], [-0.0013, -2.3012, -4.1624], [0.0286, 3.7029, 1.8605], [0.0126, 1.9570, 1.6950], [-0.0002, 1.1440, 2.8301], [-0.0129, -0.2415, 2.6851], [-0.0128, -0.7936, 1.4034], [-0.0001, 0.0090, 0.2984], [0.0126, 1.3656, 0.4264], [-0.0003, 1.5820, 3.8200], [-0.0229, -0.8839, 3.5565], [-0.0226, -1.8693, 1.2878], [0.0225, 1.9925, -0.4473]],
  "charge": 2,
  "gap_ev": [7.730, 4.209],
  "e_above_lowest_kcal_mol": 38.2,
  "multiplicity": 3,
  "s_squared": 2.0057
}

{
  "formula": "C9H4CrN2O3",
  "method": "ωB97M-V with the def2-TZVPD basis set",
  "symbols": ["O", "C", "Cr", "C", "C", "O", "O", "N", "C", "C", "C", "C", "C", "N", "C", "H", "H", "H", "H"],
  "xyz": [[-0.0307, 4.7347, -2.0601], [0.1128, 3.5925, -1.9385], [0.1547, -0.6963, 0.6315], [1.7015, -1.1590, -0.4594], [-1.4767, -1.0292, -0.3931], [2.5694, -1.8558, -0.8704], [-2.4007, -1.6469, -0.7421], [3.1591, -0.3636, 5.4678], [2.1326, -0.4301, 4.8536], [0.9253, -0.4897, 4.2058], [-0.3251, -0.4267, 4.8292], [-1.5309, -0.4433, 4.1163], [-1.5433, -0.5586, 2.7476], [-0.2144, -0.7383, 2.3283], [1.0316, -0.5538, 2.8197], [-0.3521, -0.3163, 5.8992], [-2.5230, -0.3172, 4.5560], [-2.4289, -0.5458, 2.0021], [1.9507, -0.4902, 2.1421]],
  "charge": 2,
  "gap_ev": [7.509, 7.413],
  "e_above_lowest_kcal_mol": 45.8,
  "multiplicity": 5,
  "s_squared": 6.0290
}